1.
Computed, not measured: one molecule with the formula CH4N6, with the ωB97M-V functional and the def2-TZVPD basis.

Atoms and positions in Å:
N1 -1.5421 0.5667 -1.7295
N2 -0.8588 1.0990 -0.7142
C1 0.0063 0.2662 -0.1016
N3 0.5651 -1.0638 -0.4704
N4 1.3524 -1.4501 0.3466
N5 1.6044 -0.5672 1.3686
N6 0.6528 0.5622 1.1274
H1 -1.8592 -0.4800 -1.5313
H2 -2.4247 0.9341 -1.5839
H3 2.5604 -0.3531 1.3110
H4 -0.0566 0.4860 1.9774

Force components x, y, z for each atom (eV/Å):
-1.30 -4.37 -1.13
4.76 -2.96 4.38
-0.72 1.78 -0.56
-3.56 1.07 -2.21
2.44 -0.93 0.76
-3.94 0.81 -0.17
-0.56 -0.44 2.63
1.66 2.07 -0.72
-2.29 1.68 -0.62
1.55 0.87 0.07
1.94 0.41 -2.43

Its SMILES is N/N=c1\nn[nH][nH]1. The strongest force on any atom comes out at 7.113 eV/Å. Its HOMO energy is -8.6 eV. The calculation puts the LUMO energy at 0.003 Ha. Its orbital gap is 0.318 hartree. Its molar mass is 100.09 g/mol. The calculation puts the energy above the lowest of the compared OMol25 structures with the same formula, charge and spin at 59.16 kcal/mol.

---

2.
Computed, not measured: a 2-piece molecular cluster, CH4N6 overall, with the ωB97M-V functional and the def2-TZVPD basis.

Atoms and positions in Å:
C1 1.0366 -0.7413 0.1472
N1 -2.1456 2.4319 -2.5083
N2 -1.1665 -3.2328 0.9287
N3 -2.5750 1.9712 -1.5860
N4 -0.5774 -2.3140 0.6781
N5 -3.0600 1.4698 -0.6284
N6 -0.2201 -1.2056 0.4822
H1 0.9337 0.3413 0.1011
H2 1.9306 -1.1887 0.6750
H3 1.4180 -1.0324 -0.8027
H4 -4.0521 1.5268 -0.5484

Force components x, y, z for each atom (eV/Å):
2.94 0.03 -0.24
0.90 0.28 -0.50
-0.13 -1.34 0.12
-0.36 1.21 -2.37
-0.83 -1.58 0.45
0.17 -1.70 3.09
-1.07 2.21 0.01
0.71 -0.06 0.52
-1.06 1.01 0.84
-0.55 -0.28 -1.71
-0.71 0.21 -0.22

The strongest force on any atom comes out at 3.532 eV/Å. Its HOMO energy is -9.3 eV. The calculation puts the LUMO energy at 0.031 Ha. Its orbital gap is 0.373 hartree. Its molar mass is 100.08 g/mol. The calculation puts the energy above the lowest of the compared OMol25 structures with the same formula, charge and spin at 60.96 kcal/mol.

---

3.
Computed, not measured: a 2-piece molecular cluster, CH4NO2 overall, with the ωB97M-V functional and the def2-TZVPD basis.

Atoms and positions in Å:
O1 -0.0314 -0.2491 -2.5872
H1 -0.1327 0.6886 -2.5204
C1 0.4991 0.0258 1.3607
N1 -0.7539 0.5709 1.6661
O2 0.5451 -0.5143 0.2411
H2 0.2302 -0.5346 -1.7060
H3 -1.4133 0.8254 0.9218
H4 -0.6951 1.3062 2.3394

Force components x, y, z for each atom (eV/Å):
-0.02 -0.76 -0.97
-0.05 0.72 0.27
0.35 -0.24 -0.34
-0.75 0.56 0.27
0.14 -0.15 -0.35
0.04 0.06 0.90
0.25 -0.38 -0.30
0.04 0.19 0.51

The strongest force on any atom comes out at 1.235 eV/Å. Its HOMO energy is -1.7 eV. The calculation puts the LUMO energy at 0.164 Ha. Its orbital gap is 0.227 hartree. Its molar mass is 62.05 g/mol. Its charge is -1. The calculation puts the energy above the lowest of the compared OMol25 structures with the same formula, charge and spin at 40.44 kcal/mol.

---

4.
Computed, not measured: a 2-piece molecular cluster, CH4NO2P overall, with the ωB97M-V functional and the def2-TZVPD basis.

Atoms and positions in Å:
N1 1.6961 -1.3040 -0.0528
P1 1.9836 0.1963 0.5411
O1 1.8380 1.0833 -0.6039
H1 1.9638 -1.5296 -1.0431
H2 2.0994 -2.0705 0.4621
C1 -1.0332 1.2033 -0.1268
O2 -1.1288 0.2330 0.5540
H3 -0.4141 2.1528 0.0788
H4 -1.7964 1.1384 -1.0298

Force components x, y, z for each atom (eV/Å):
1.33 -1.81 -1.55
-0.02 -0.35 0.89
0.00 1.42 -0.98
-0.87 0.86 0.95
-0.30 -0.21 0.74
-2.22 0.84 -1.96
1.06 -0.48 1.35
-0.62 -1.36 -0.29
1.64 1.10 0.86

Its SMILES is NP=O.C=O. The strongest force on any atom comes out at 3.080 eV/Å. Its HOMO energy is -9.8 eV. The calculation puts the LUMO energy at 0.011 Ha. Its orbital gap is 0.370 hartree. Its molar mass is 93.02 g/mol. The calculation puts the energy above the lowest of the compared OMol25 structures with the same formula, charge and spin at 29.04 kcal/mol.

---

5.
Computed, not measured: one molecule with the formula CH4NO2P, with the ωB97M-V functional and the def2-TZVPD basis.

Atoms and positions in Å:
O1 -1.9096 -1.2016 0.5463
N1 -1.3617 -0.2190 0.1821
O2 -1.6894 0.9506 0.0393
C1 0.0581 -0.5030 -0.1966
P1 1.2375 0.7619 0.6672
H1 0.0641 -1.5529 0.2669
H2 0.2227 -0.4469 -1.3751
H3 0.8815 1.7378 -0.1605
H4 2.4968 0.4730 0.0304

Force components x, y, z for each atom (eV/Å):
-2.93 -0.52 1.02
3.41 1.95 -1.86
-1.43 -0.79 0.62
1.55 -1.22 -0.90
0.01 -2.03 1.14
1.18 1.44 -1.28
-0.76 -0.36 2.66
-0.34 1.67 -1.33
-0.70 -0.14 -0.07

Its SMILES is O=[N+]([O-])CP. The strongest force on any atom comes out at 4.343 eV/Å. Its HOMO energy is -10.1 eV. The calculation puts the LUMO energy at 0.006 Ha. Its orbital gap is 0.376 hartree. Its molar mass is 93.02 g/mol. The calculation puts the energy above the lowest of the compared OMol25 structures with the same formula, charge and spin at 116.14 kcal/mol.

---

6.
Computed, not measured: a 2-piece molecular cluster, CH4NO2SSi overall, with the ωB97M-V functional and the def2-TZVPD basis.

Atoms and positions in Å:
C1 -1.9820 0.7620 -0.3253
N1 0.7875 0.1995 -1.1264
O1 -2.5741 1.4982 -1.0890
O2 -2.2018 0.8097 0.9814
Si1 -0.7481 -0.5569 -0.9524
S1 -1.2813 -2.2477 -1.8683
H1 1.0852 0.7271 -0.3186
H2 1.5460 -0.3917 -1.4418
H3 -0.3676 -0.8710 1.5082
H4 -1.5756 0.1633 1.4137

Force components x, y, z for each atom (eV/Å):
-0.38 0.20 -0.11
-0.08 -0.10 -0.29
0.12 -0.04 -0.04
-0.30 0.41 0.07
0.56 -1.04 1.42
0.21 0.72 0.09
-0.06 0.04 0.04
-0.15 0.01 -0.05
-0.37 0.25 -1.09
0.45 -0.45 -0.04

The strongest force on any atom comes out at 1.846 eV/Å. Its HOMO energy is -4.0 eV. The calculation puts the LUMO energy at 0.131 Ha. Its orbital gap is 0.277 hartree. Its molar mass is 122.20 g/mol. Its charge is -1. The calculation puts the energy above the lowest of the compared OMol25 structures with the same formula, charge and spin at 43.15 kcal/mol.

---

7.
Computed, not measured: a 2-piece molecular cluster, CH4NO2Si overall, with the ωB97M-V functional and the def2-TZVPD basis.

Atoms and positions in Å:
C1 0.5465 -2.3106 -0.0979
N1 0.3641 -1.0768 -0.3421
O1 -0.3065 -0.2672 0.4005
O2 -1.7735 3.0080 0.1824
Si1 -0.4388 2.3149 -0.0291
H1 1.0984 -2.9349 -0.7075
H2 0.2331 2.0589 1.2000
H3 -0.0160 1.9217 -1.4899
H4 0.2927 -2.7139 0.8836

Force components x, y, z for each atom (eV/Å):
-1.06 0.64 2.80
0.60 0.85 -2.65
-0.43 0.66 1.00
-0.68 0.79 -0.26
-0.66 -2.72 -1.40
1.13 -0.77 -1.59
1.35 0.15 0.50
0.20 0.58 1.38
-0.44 -0.17 0.22

The strongest force on any atom comes out at 3.130 eV/Å. Its HOMO energy is -3.1 eV. The calculation puts the LUMO energy at 0.146 Ha. Its orbital gap is 0.260 hartree. Its molar mass is 90.13 g/mol. Its charge is -1. The calculation puts the energy above the lowest of the compared OMol25 structures with the same formula, charge and spin at 82.23 kcal/mol.

---

8.
Computed, not measured: a 2-piece molecular cluster, CH4NO3 overall, with the ωB97M-V functional and the def2-TZVPD basis.

Atoms and positions in Å:
N1 1.4885 -0.7700 0.5908
C1 0.4549 -0.1936 -0.0795
O1 -0.6849 -0.5784 0.3224
O2 0.6815 0.7322 -0.9716
H1 1.2473 -1.5743 1.1364
H2 2.4162 -0.6397 0.2893
H3 -2.1563 0.9195 -1.1345
H4 -1.3534 0.7692 0.1257
O3 -2.0938 1.3350 -0.2790

Force components x, y, z for each atom (eV/Å):
0.60 -0.56 0.74
-0.78 2.65 -2.18
0.64 -0.51 0.00
0.05 -2.54 2.06
0.10 -0.06 0.05
0.83 0.10 -0.41
0.08 -0.08 -0.36
-1.29 0.29 -0.55
-0.24 0.71 0.65

The strongest force on any atom comes out at 3.517 eV/Å. Its HOMO energy is -4.2 eV. The calculation puts the LUMO energy at 0.163 Ha. Its orbital gap is 0.318 hartree. Its molar mass is 78.05 g/mol. Its charge is -1. The calculation puts the energy above the lowest of the compared OMol25 structures with the same formula, charge and spin at 13.16 kcal/mol.